# 1
C34H47N5O2PPtS | ωB97M-V with the def2-TZVPD basis set

Structure (XYZ):
```
91
C34H47N5O2PPtS, DFT ωB97M-V with the def2-TZVPD basis set
Pt -0.80715 -0.34598 -0.20619
S 1.32972 -3.16144 -6.84107
P 0.70693 -0.48182 1.73755
O -2.50184 0.59413 -1.35523
O -3.65282 2.29979 -0.45395
N 3.65126 -2.79303 -5.71176
N -2.65945 -0.66184 1.44697
N -2.25324 -2.23794 -0.87446
N 0.52971 -0.99388 -2.11161
N -0.33898 2.15540 -1.42039
C 0.46670 -1.44719 -4.44977
C 2.34150 -2.62136 -5.62561
C -1.73622 1.98609 4.77296
C -1.66927 2.34015 3.42991
C 1.76534 -1.48241 -2.08108
C 1.46498 -3.05997 1.01055
C -0.42591 -2.86456 2.59081
C -1.51475 2.69362 -1.40032
C 1.57398 4.83199 -3.06443
C -0.37895 0.04539 4.33647
C -3.99469 -0.06819 1.49974
C -1.11170 0.82759 5.21540
C 2.83460 0.61315 3.30634
C 0.70063 2.83372 -1.95931
C -0.28485 0.39946 2.99023
C -2.71544 1.76559 -0.98774
C 1.75116 -1.99947 -4.42123
C -0.09714 -0.95075 -3.28541
C 2.80187 4.23365 -3.16324
C 1.94115 -2.53496 3.38993
C 3.41369 0.00703 0.96545
C -1.83235 3.98464 -1.83428
C 1.96967 2.24483 -2.08396
C 0.95776 -2.30639 2.24602
C 2.99565 2.92651 -2.68486
C -0.79941 4.71538 -2.36484
C 0.48780 4.15584 -2.46698
C 2.42066 -1.97706 -3.19502
C -3.63708 -2.03503 -1.33868
C -4.86029 -0.39480 0.28903
C -4.71998 -1.81278 -0.27780
C -0.95479 1.55325 2.54966
C 2.32355 0.57008 1.86836
C 1.92093 1.97518 1.41281
H 3.63008 -1.03578 1.18976
H 1.41306 5.82810 -3.45297
H 2.09732 1.24104 -1.70660
H 1.44804 -4.13108 1.21023
H 3.42299 -2.35186 -3.07202
H -4.66157 0.32516 -0.50831
H -4.62935 -2.53842 0.53518
H 0.11087 -0.84104 4.71043
H -5.65808 -2.03291 -0.79173
H 3.50896 1.46602 3.39836
H 3.16197 0.11571 -0.08803
H -1.08466 -2.78573 1.72520
H -1.19171 0.52869 6.24915
H 4.33614 0.56004 1.13652
H 2.49532 -2.79646 0.78080
H -0.98130 5.72521 -2.70446
H 4.30948 -2.43432 -5.03408
H 2.03905 0.75614 4.03281
H -4.49825 -0.43634 2.40618
H 0.83632 -2.86291 0.13607
H -3.89895 1.01509 1.59997
H -0.33464 -3.91989 2.84447
H -1.70600 -2.56866 -1.66875
H 2.80801 2.53745 1.13076
H -2.27205 2.60981 5.47028
H 1.42615 2.52093 2.21293
H -3.64803 -1.18032 -2.01817
H -2.24176 -2.97703 -0.17334
H -3.93250 -2.91618 -1.92677
H -2.84523 4.33846 -1.75620
H 2.96757 -2.38490 3.06630
H 2.26458 -1.49197 -1.12565
H 3.96455 2.46148 -2.79010
H 1.25746 1.93860 0.54704
H -0.08758 -1.41278 -5.37198
H 1.75576 -1.90507 4.25319
H 3.62854 4.76445 -3.61240
H 3.40710 -0.27476 3.55975
H -2.17259 -0.44527 2.31319
H -0.88239 -2.36068 3.43830
H 4.04373 -3.24146 -6.53134
H 1.85730 -3.57065 3.71636
H -2.78497 -1.66854 1.40541
H -0.92837 1.81158 1.49169
H -2.17945 3.22347 3.07602
H -5.89429 -0.22740 0.59008
H -1.07958 -0.49662 -3.29250
```

As for the charge: +3. Its HOMO-LUMO gap (alpha / beta) is 5.765 / 4.261 eV. As for the HOMO energy (alpha / beta): -15.5 / -16.1 eV. The total energy comes out at -70909.592 eV. Its LUMO energy (alpha / beta) is -0.35878 / -0.43560 Ha. The value obtained for the energy relative to the best compared isomer or geometry (same formula, charge and spin) is 1.172 eV. As for the spin multiplicity: 5. As for the expectation value of S²: 6.019.

***

# 2
C16H40BF4N5O2PPdS | ωB97M-V with the def2-TZVPD basis set

Structure (XYZ):
```
71
C16H40BF4N5O2PPdS, DFT ωB97M-V with the def2-TZVPD basis set
Pd 0.83547 -0.73927 0.13090
S 0.54816 -0.59377 -2.98552
P -0.08641 2.52678 0.36063
F 2.16322 -1.05540 1.89689
F 3.30595 -0.41214 0.04379
F 4.20099 -2.10453 1.39989
F 2.29067 -2.43512 0.09157
O -0.14007 1.09009 0.78122
O -0.18513 -0.97776 -1.65898
N 0.91556 2.90409 -0.82485
N -0.46083 -2.44138 1.36426
N -1.77683 -3.98706 2.69741
N -1.53072 3.22286 0.20770
N 0.56312 3.34263 1.81358
C 2.95402 -1.85023 -3.41132
C -1.71554 -1.68651 -4.20001
C -1.65020 -2.81459 0.61022
C 0.61310 3.78915 -1.96463
C -2.52413 -3.84173 1.48710
C 2.31117 2.42472 -0.77213
C 0.34907 -3.62303 1.64975
C 0.39102 2.78029 3.13566
C -1.71213 -2.80425 3.49684
C -0.77333 -0.49466 -4.19045
C -0.52168 -4.64910 2.53479
C -0.83990 -1.78409 2.60912
C -2.77306 2.44199 0.37641
C 1.45166 -2.07210 -3.49947
C 1.22640 4.62547 1.75372
C -1.75558 4.67892 0.19002
B 3.13407 -1.53393 0.88242
H -1.36285 -3.29498 -0.32231
H 2.46895 1.64905 -1.52361
H 1.10461 -2.85039 -2.81691
H -2.55728 1.37860 0.35997
H -1.44424 -0.90457 2.39180
H -1.21235 -3.01227 4.43966
H -3.43903 2.68600 -0.45074
H 0.66467 5.34962 2.35276
H 1.12078 -2.32496 -4.50662
H 3.28009 -1.05038 -4.07475
H -2.52137 -1.48608 -4.90402
H -3.26001 2.71234 1.31379
H -0.83236 5.22349 0.00172
H -2.18261 5.00124 1.14056
H -1.21660 -2.59827 -4.52302
H 3.46558 -2.76285 -3.71261
H -2.15500 -1.84922 -3.21810
H 2.55985 2.01751 0.20923
H -3.50866 -3.42877 1.69231
H -0.09376 1.81401 3.07698
H -1.28218 0.44462 -3.97042
H -0.65158 -5.59024 2.00665
H -2.61029 -4.79898 0.97890
H 2.21160 4.51477 2.22199
H -0.04803 -4.81214 3.49959
H -2.45435 4.91878 -0.61073
H -2.70928 -2.40791 3.67147
H 3.26530 -1.61075 -2.39365
H 1.38027 2.69334 3.59674
H 0.63730 -4.11324 0.72465
H 1.16221 4.72664 -1.87409
H 0.92440 3.29040 -2.88174
H 2.98689 3.25538 -0.97497
H -2.24838 -1.93085 0.39677
H 0.05363 -1.50185 3.16161
H 1.23706 -3.34330 2.20824
H -0.18975 3.48316 3.74178
H -0.45249 3.98598 -2.02708
H 1.34381 4.96509 0.72989
H -0.24271 -0.36433 -5.13824
```

As for the charge: +3. Its HOMO-LUMO gap (alpha / beta) is 10.661 / 6.517 eV. As for the HOMO energy (alpha / beta): -17.9 / -18.1 eV. The total energy comes out at -63914.679 eV. Its LUMO energy (alpha / beta) is -0.26547 / -0.42485 Ha. The value obtained for the energy relative to the best compared isomer or geometry (same formula, charge and spin) is 0.228 eV. As for the spin multiplicity: 5. As for the expectation value of S²: 6.014.

***

- The highest energy relative to the best compared isomer or geometry (same formula, charge and spin) belongs to which entry?
  C34H47N5O2PPtS

***

- Among the records above, which one has the lowest expectation value of S²?
  C16H40BF4N5O2PPdS